Entry from the Open Molecules 2025 dataset: a molecular structure, C4H16F3O4V at a distorted geometry (ωB97M-V/def2-TZVPD).

Calculated values
energy above the lowest of the compared OMol25 structures with the same formula, charge and spin: 62.4 kcal per mole
orbital gap (spin up / spin down): 8.01 / 3.37 eV

Structure (ORCA input):
```
! wB97M-V def2-TZVPD RIJCOSX def2/J DEFGRID3
* xyz 0 5
V 0.883 -3.003 -1.269
F 0.087 -1.353 -0.235
F 2.007 -3.380 0.461
F -0.198 -2.515 -2.977
C -3.221 0.206 0.306
O -2.238 0.579 -0.655
H -2.851 -0.615 0.919
H -3.512 1.022 0.968
H -4.117 -0.081 -0.244
H -1.446 0.049 -0.538
C 0.273 0.889 -3.084
O 1.319 0.532 -4.003
H -0.101 1.909 -3.175
H -0.636 0.292 -3.007
H 0.777 0.859 -2.118
H 1.912 -0.078 -3.558
C 2.701 0.886 0.909
O 2.316 -0.381 1.329
H 3.220 1.427 1.700
H 3.353 0.877 0.036
H 1.833 1.471 0.607
H 1.651 -0.735 0.733
C -0.782 0.442 3.016
O -0.310 -0.868 2.755
H -1.653 0.341 3.663
H -0.191 1.176 3.565
H -1.004 0.942 2.074
H -0.072 -0.892 1.825
*
```

***

Entry from the Open Molecules 2025 dataset: a molecular structure, C4H16InO6 at a distorted geometry (ωB97M-V/def2-TZVPD).

Calculated values
energy above the lowest of the compared OMol25 structures with the same formula, charge and spin: 0.0 kcal per mole
orbital gap (spin up / spin down): 5.20 / 5.66 eV

Structure (ORCA input):
```
! wB97M-V def2-TZVPD RIJCOSX def2/J DEFGRID3
* xyz 4 2
In -0.233 0.241 0.443
O -2.870 0.495 -0.926
H -3.521 -0.161 -1.175
H -3.286 1.334 -1.127
O 2.360 -0.151 1.735
H 2.958 0.487 2.124
H 2.859 -0.968 1.718
C 1.600 3.471 -0.956
C 0.868 2.804 -2.195
O -0.407 2.327 -1.696
O 1.691 2.642 0.226
H 1.059 4.306 -0.512
H 2.630 3.719 -1.212
H 1.505 2.056 -2.666
H 0.757 3.601 -2.930
H -0.972 3.103 -1.666
H 2.475 2.992 0.655
C -0.306 -3.728 0.998
C -1.703 -3.226 1.260
O -2.157 -2.225 0.367
O 0.616 -2.586 0.897
H -0.189 -4.265 0.056
H 0.120 -4.398 1.744
H -1.824 -2.786 2.250
H -2.439 -4.027 1.334
H -3.088 -2.184 0.596
H 1.500 -2.873 0.658
*
```

***

Entry from the Open Molecules 2025 dataset: a molecular structure, C4H16LiO4 at a distorted geometry (ωB97M-V/def2-TZVPD).

Calculated values
energy above the lowest of the compared OMol25 structures with the same formula, charge and spin: 19.3 kcal per mole
orbital gap: 11.37 eV

Structure (ORCA input):
```
! wB97M-V def2-TZVPD RIJCOSX def2/J DEFGRID3
* xyz 1 1
Li -0.085 0.146 -0.338
C -0.551 2.661 -1.238
O -0.899 1.383 -1.685
H 0.142 3.268 -1.810
H 0.048 2.495 -0.344
H -1.388 3.199 -1.436
H -1.760 1.522 -2.183
C 2.229 -1.212 -1.552
O 0.724 -1.137 -1.735
H 2.313 -1.194 -0.535
H 2.718 -0.315 -1.792
H 2.454 -2.225 -1.852
H 0.511 -1.744 -2.308
C 0.969 0.173 2.628
O 0.928 0.869 1.387
H 0.279 0.809 3.522
H 2.037 0.222 2.876
H 1.083 -1.060 2.681
H 1.354 1.637 1.774
C -2.090 -1.937 0.790
O -1.618 -0.694 0.205
H -2.147 -2.603 -0.013
H -3.395 -1.859 1.094
H -1.525 -2.338 1.567
H -2.337 -0.066 0.296
*
```

***

Entry from the Open Molecules 2025 dataset: 2 unconnected molecules or ions with the total composition C4H16N2O at a distorted geometry (ωB97M-V/def2-TZVPD).

Calculated values
energy above the lowest of the compared OMol25 structures with the same formula, charge and spin: 36.7 kcal per mole
orbital gap: 11.24 eV

Structure (ORCA input):
```
! wB97M-V def2-TZVPD RIJCOSX def2/J DEFGRID3
* xyz 2 1
C -0.605 -2.318 0.361
C 0.299 -1.253 0.870
C -0.009 0.200 0.670
C 0.182 0.285 -0.880
N 1.132 1.500 -1.247
N 0.338 -1.427 2.686
H -1.623 -1.962 0.198
H -0.654 -3.123 1.095
H -0.355 -2.736 -0.613
H 1.349 -1.502 0.793
H -1.026 0.479 0.930
H 0.705 0.919 1.055
H -0.715 0.496 -1.462
H 0.719 -0.413 -1.525
H 1.759 1.713 -0.466
H 0.564 2.332 -1.462
H 1.694 1.232 -2.051
H 0.688 -2.080 3.407
H 0.469 -0.515 3.135
H -0.667 -1.598 2.799
H -0.992 3.834 -3.190
H -2.032 2.719 -2.621
O -1.219 3.218 -2.483
*
```

***

How do the records compare in DFT total energy? In the order shown, they have -1706.35762; -801.48880; -470.14572; -346.09477 hartree.